Molecular formula: CH4N3O2
Method: DFT, ωB97M-V/def2-TZVPD

```
10
Properties=species:S:1:pos:R:3:forces:R:3
N -0.891993 -0.183581 -0.518165 2.172 -0.495 0.532
H -0.190048 -2.958685 0.852793 0.301 -0.836 1.185
H -0.212005 -0.450483 -1.280077 -1.209 0.507 0.469
H 1.276704 3.649104 0.991940 -0.491 -0.917 -0.666
N 0.938736 2.616577 0.929867 0.793 0.708 2.188
N -0.671402 -1.036581 0.535587 -0.582 1.106 -1.765
C -0.147792 -2.231991 0.079003 -0.964 0.591 0.432
O 0.188782 -2.570149 -1.037524 0.367 0.381 -0.971
H -0.822039 0.860804 -0.315260 0.324 -0.974 0.272
O 0.531057 2.304986 -0.238164 -0.711 -0.070 -1.675
```
Forces are in eV/Å.

* HOMO level (spin up / spin down): -2.301 / -1.549 eV
* LUMO energy (spin up / spin down): 4.0 / 2.5 eV
* gap between HOMO and LUMO (spin up / spin down): 6.329 / 4.022 eV
* net charge: -1
* largest force on an atom: 2.4 eV/A

Molecular formula: CH4N3O2S
Method: DFT, ωB97M-V/def2-TZVPD

```
11
Properties=species:S:1:pos:R:3:forces:R:3
O 0.937497 -1.027727 -0.341099 1.977 1.243 -0.030
C -2.030574 0.375107 0.230225 -0.960 0.204 0.395
N -1.596157 -0.760316 0.452633 2.468 -3.129 -0.264
N -2.346169 1.428572 -0.109795 0.021 1.311 -0.096
H 3.817066 -0.054080 -0.075072 -1.471 -0.067 0.018
S 1.648374 1.409601 -0.215763 -0.300 1.885 -0.211
H -1.510030 -1.427353 1.240861 -0.916 1.205 -0.161
H -0.807404 -0.967572 -0.222845 -0.211 0.126 0.511
N 1.826868 -0.138598 -0.228490 -0.639 -2.602 0.304
H -2.989963 1.851798 -0.740586 -0.524 0.438 -0.223
O 3.050487 -0.689436 0.009926 0.555 -0.614 -0.244
```
Forces are in eV/Å.

* HOMO level (spin up / spin down): -13.883 / -13.883 eV
* LUMO energy (spin up / spin down): -5.0 / -5.0 eV
* gap between HOMO and LUMO (spin up / spin down): 8.890 / 8.888 eV
* net charge: +1
* largest force on an atom: 4.0 eV/A

Molecular formula: CH4N3O3
Method: DFT, ωB97M-V/def2-TZVPD

```
11
Properties=species:S:1:pos:R:3:forces:R:3
H -1.894594 0.466888 1.380821 1.701 0.966 -0.610
O -0.247644 -0.684623 0.025915 0.153 -1.879 -1.257
N 0.733683 1.371878 -0.441791 -0.699 -0.306 1.067
H 1.016467 2.257856 -0.075914 -0.575 0.336 0.569
C -0.198684 0.531494 0.161856 0.319 1.485 0.326
H -1.028335 2.041630 1.307590 -0.421 -0.994 -0.430
O 1.513704 -2.626613 -0.202648 -0.703 0.164 0.509
O -0.413866 -2.994963 -1.221606 -0.113 0.524 0.944
H 1.169955 1.245297 -1.321502 0.064 -1.092 -0.618
N 0.467014 -2.672106 -0.605895 0.894 -0.244 -1.373
N -1.117699 1.063262 0.993173 -0.620 1.039 0.873
```
Forces are in eV/Å.

* HOMO level: -14.140 eV
* LUMO energy: -7.1 eV
* gap between HOMO and LUMO: 7.086 eV
* net charge: +1
* largest force on an atom: 2.3 eV/A

Molecular formula: CH4N3O3
Method: DFT, ωB97M-V/def2-TZVPD

```
11
Properties=species:S:1:pos:R:3:forces:R:3
H -1.068554 0.385314 1.115356 -2.432 0.303 0.642
O 4.096128 3.255151 1.883479 -0.499 -0.591 -0.807
C 0.609387 0.128953 0.028915 -1.953 -1.320 -0.196
N 4.367806 2.427974 1.175037 0.180 1.735 1.983
H -0.771060 -1.157812 -1.027371 0.141 0.510 0.730
N -0.113383 0.337636 1.182304 3.031 -0.789 -1.384
O 1.744239 0.514826 -0.031444 2.804 1.037 -0.115
H 0.602711 -0.726471 -1.844640 0.443 0.347 0.166
O 4.798687 1.627375 0.563373 0.003 -1.392 -1.376
H 0.528775 0.696520 1.873019 -1.094 0.264 0.341
N 0.051108 -0.563656 -1.021777 -0.623 -0.104 0.015
```
Forces are in eV/Å.

* HOMO level: -13.226 eV
* LUMO energy: -7.7 eV
* gap between HOMO and LUMO: 5.529 eV
* net charge: +1
* largest force on an atom: 3.4 eV/A

Molecular formula: CH4N3P
Method: DFT, ωB97M-V/def2-TZVPD

```
9
Properties=species:S:1:pos:R:3:forces:R:3
P -0.415099 0.805662 0.930847 2.262 -1.991 2.686
N 0.404856 -0.583237 -1.247519 0.964 0.700 0.313
N -1.234426 -0.459526 0.211570 -1.271 -0.938 -0.495
H 0.724813 -0.291820 1.834746 -1.960 1.913 -0.884
C 0.705206 0.605322 -0.487023 0.234 3.694 -0.508
H 1.637533 0.588746 0.027754 1.133 -0.074 -0.571
N -0.590224 -1.096735 -0.782987 -1.026 -2.184 -1.330
H -1.849391 -1.161651 0.565424 -0.717 0.384 0.815
H 0.616733 1.593239 -1.052812 0.381 -1.505 -0.025
```
Forces are in eV/Å.

* HOMO level: -9.115 eV
* LUMO energy: 0.5 eV
* gap between HOMO and LUMO: 9.577 eV
* net charge: 0
* largest force on an atom: 4.0 eV/A

Molecular formula: CH4N3S2
Method: DFT, ωB97M-V/def2-TZVPD

```
10
Properties=species:S:1:pos:R:3:forces:R:3
H -1.725966 -0.514017 -1.126521 0.224 0.510 1.335
H 2.214419 -0.437741 -1.078407 0.352 0.201 -1.720
N 0.536265 1.215263 0.723953 0.112 0.321 0.258
H -1.242034 -1.410912 0.318159 -0.251 2.411 -0.855
N -1.316687 -0.442596 -0.165937 -0.948 -1.809 0.565
H 2.625983 -1.220826 0.413984 -2.461 2.199 -1.304
N 1.926261 -0.548961 -0.150876 3.722 -4.653 1.552
S -1.585823 0.908415 0.825816 -0.143 -2.056 -1.113
C 1.174256 0.317858 0.345779 -0.837 2.644 1.371
S -2.606673 2.133518 -0.105951 0.230 0.233 -0.089
```
Forces are in eV/Å.

* HOMO level: -14.140 eV
* LUMO energy: -6.0 eV
* gap between HOMO and LUMO: 8.173 eV
* net charge: +1
* largest force on an atom: 6.2 eV/A

Molecular formula: CH4N4
Method: DFT, ωB97M-V/def2-TZVPD

```
9
Properties=species:S:1:pos:R:3:forces:R:3
N 0.226850 -0.161013 0.110354 -0.200 -1.377 1.671
N 1.220245 0.838244 -0.162567 -2.443 4.568 1.367
H 1.401305 -2.089413 -0.299816 -0.391 0.692 0.577
H -1.488412 0.646170 -0.295167 -0.020 -0.817 -0.112
H 0.968439 1.987419 0.996552 0.985 -3.108 -2.713
N 2.179496 -0.058970 -0.025252 2.161 -1.403 0.678
C 1.281262 -1.041313 0.025900 0.216 0.378 -0.672
N -1.097848 -0.305821 -0.262735 0.095 0.242 -0.912
H -1.117308 -0.781241 -1.175167 -0.403 0.825 0.118
```
Forces are in eV/Å.

* HOMO level (spin up / spin down): -8.819 / -8.819 eV
* LUMO energy (spin up / spin down): -0.3 / -0.3 eV
* gap between HOMO and LUMO (spin up / spin down): 8.470 / 8.471 eV
* net charge: 0
* largest force on an atom: 5.4 eV/A

Molecular formula: CH4N4
Method: DFT, ωB97M-V/def2-TZVPD

```
9
Properties=species:S:1:pos:R:3:forces:R:3
N 0.358573 -1.474831 -0.434785 2.565 -1.161 -0.486
N 1.461319 -1.408880 -0.299109 1.501 0.268 -0.115
H 0.927484 2.121236 -0.224175 0.464 -0.245 -0.071
N -0.547635 0.782998 -0.111187 -0.091 1.955 0.237
H -1.385731 -1.809756 -1.146102 0.639 0.125 -0.165
H -1.072674 0.267215 0.559723 -0.593 -0.285 0.593
H 0.682278 1.599647 1.605129 -0.939 -0.982 -2.790
N -0.811473 -1.504892 -0.366080 -4.439 -1.572 0.391
C 0.387859 1.427262 0.416587 0.893 1.897 2.405
```
Forces are in eV/Å.

* HOMO level: -9.716 eV
* LUMO energy: 1.3 eV
* gap between HOMO and LUMO: 11.010 eV
* net charge: 0
* largest force on an atom: 4.7 eV/A